Record 1
{"formula": "C32H55BrClF3N2O14S", "method": "ωB97M-V/def2-TZVPD", "species": ["C", "C", "Cl", "C", "C", "C", "N", "C", "Br", "C", "N", "S", "O", "O", "C", "F", "F", "F", "H", "H", "H", "H", "H", "H", "H", "O", "C", "O", "C", "C", "C", "H", "H", "H", "H", "H", "H", "H", "H", "O", "C", "O", "C", "C", "C", "H", "H", "H", "H", "H", "H", "H", "H", "O", "C", "O", "C", "C", "C", "H", "H", "H", "H", "H", "H", "H", "H", "O", "C", "O", "C", "C", "C", "H", "H", "H", "H", "H", "H", "H", "H", "O", "C", "O", "C", "C", "C", "H", "H", "H", "H", "H", "H", "H", "H", "O", "C", "O", "C", "C", "C", "H", "H", "H", "H", "H", "H", "H", "H"], "xyz": [[0.479, 3.567, -4.023], [1.533, 3.499, -2.910], [2.829, 4.644, -3.400], [2.020, 2.055, -2.882], [2.830, 1.552, -1.638], [2.247, 0.251, -1.267], [1.673, -0.707, -0.945], [4.321, 1.232, -1.955], [4.467, -0.220, -3.256], [5.092, 2.373, -2.417], [5.715, 3.313, -2.698], [2.691, 2.608, -0.159], [1.317, 2.641, 0.216], [3.277, 3.890, -0.339], [3.604, 1.822, 1.283], [4.645, 2.533, 1.601], [3.959, 0.568, 1.051], [2.787, 1.828, 2.297], [-0.380, 3.007, -3.644], [0.144, 4.585, -4.170], [0.829, 3.081, -4.932], [1.043, 3.834, -2.007], [1.188, 1.385, -3.045], [2.680, 1.940, -3.737], [4.827, 0.858, -1.075], [1.700, -0.441, 8.486], [1.828, -0.679, 7.318], [3.072, -0.706, 6.793], [3.348, -1.132, 5.459], [3.131, -0.020, 4.454], [0.639, -0.873, 6.409], [2.776, -2.029, 5.215], [4.398, -1.423, 5.460], [2.094, 0.313, 4.441], [3.396, -0.355, 3.453], [3.743, 0.846, 4.711], [0.244, 0.103, 6.133], [-0.122, -1.422, 6.952], [0.851, -1.439, 5.510], [-1.326, -2.142, 4.913], [-2.316, -2.802, 5.095], [-3.503, -2.198, 5.160], [-4.750, -2.914, 5.217], [-5.088, -3.350, 6.622], [-2.225, -4.293, 5.325], [-4.745, -3.747, 4.513], [-5.504, -2.215, 4.862], [-4.337, -4.035, 7.026], [-6.044, -3.843, 6.640], [-5.123, -2.489, 7.288], [-1.949, -4.472, 6.363], [-1.448, -4.693, 4.677], [-3.140, -4.835, 5.100], [-7.883, -2.804, 6.839], [-8.604, -3.120, 5.932], [-8.069, -3.729, 4.857], [-8.857, -4.285, 3.796], [-9.260, -3.225, 2.794], [-10.075, -2.778, 5.940], [-9.711, -4.830, 4.201], [-8.224, -5.020, 3.302], [-9.879, -2.452, 3.250], [-9.818, -3.671, 1.971], [-8.374, -2.732, 2.393], [-10.195, -1.739, 5.638], [-10.445, -2.899, 6.956], [-10.685, -3.411, 5.301], [8.517, 8.469, -6.122], [8.910, 7.553, -5.457], [8.587, 6.297, -5.814], [9.128, 5.132, -5.186], [8.381, 4.775, -3.917], [9.694, 7.785, -4.186], [10.201, 5.248, -5.022], [9.011, 4.331, -5.914], [8.456, 5.565, -3.169], [8.778, 3.855, -3.485], [7.324, 4.635, -4.125], [8.999, 8.031, -3.385], [10.363, 8.626, -4.349], [10.310, 6.942, -3.881], [1.536, 3.342, -6.816], [1.077, 3.501, -7.914], [-0.251, 3.639, -8.048], [-0.891, 3.985, -9.280], [-1.104, 2.773, -10.162], [1.953, 3.472, -9.142], [-0.343, 4.781, -9.787], [-1.855, 4.404, -8.997], [-0.159, 2.311, -10.448], [-1.638, 3.052, -11.071], [-1.683, 2.018, -9.631], [2.152, 2.435, -9.406], [2.892, 3.965, -8.901], [1.534, 3.988, -10.003], [-5.458, -4.700, 1.508], [-4.466, -5.276, 1.156], [-4.485, -6.616, 1.066], [-3.412, -7.386, 0.518], [-2.325, -7.644, 1.541], [-3.179, -4.529, 0.893], [-3.028, -6.919, -0.390], [-3.859, -8.331, 0.215], [-1.868, -6.716, 1.886], [-1.544, -8.274, 1.118], [-2.743, -8.141, 2.417], [-2.690, -4.323, 1.845], [-3.425, -3.586, 0.410], [-2.484, -5.050, 0.240]], "e_lumo_ev": -0.395, "homo_ev": -9.6, "smiles": "C[C@H](Cl)C[C@@](C#N)([C@@H](Br)C#N)S(=O)(=O)C(F)(F)F.CCOC(C)=O.CCOC(C)=O.CCOC(C)=O.CCOC(C)=O.CCOC(C)=O.CCOC(C)=O", "energy_ev": -167271.2379, "total_charge": 0}



Record 2
{"formula": "C2H4N2O2", "method": "ωB97M-V/def2-TZVPD", "species": ["C", "C", "N", "N", "O", "O", "H", "H", "H", "H"], "xyz": [[0.555, -0.292, -0.700], [0.518, 1.157, -0.176], [-0.477, 1.797, 0.295], [-1.075, -1.417, 0.583], [-1.241, -1.996, 1.599], [0.249, -1.221, 0.325], [1.493, -0.564, -0.913], [-0.106, -0.438, -1.510], [1.511, 1.571, -0.089], [-1.427, 1.403, 0.585]], "e_lumo_ev": 0.121, "homo_ev": -9.8, "e_above_lowest_kj_mol": 527.8, "smiles": "[H]/N=C\\CON=O", "energy_ev": -9209.7529, "total_charge": 0}



Record 3
{"formula": "C5H8N2O", "method": "ωB97M-V/def2-TZVPD", "species": ["C", "C", "C", "C", "C", "N", "N", "O", "H", "H", "H", "H", "H", "H", "H", "H"], "xyz": [[-0.621, -0.755, 1.385], [-0.240, -1.508, 0.360], [1.726, -0.300, -0.982], [-1.406, 0.440, 0.754], [1.472, 1.092, -0.765], [-1.088, 0.307, -0.609], [-0.588, -0.932, -0.806], [2.467, -1.217, -1.158], [-0.517, -0.940, 2.431], [0.042, -2.549, 0.412], [-2.468, 0.277, 0.980], [-1.149, 1.402, 1.153], [1.569, 1.158, 0.332], [0.428, 1.321, -0.925], [2.222, 1.681, -1.355], [-1.850, 0.522, -1.208]], "e_lumo_ev": [0.437, 0.639], "homo_ev": [-6.2, -6.6], "e_above_lowest_kj_mol": 502.0, "energy_ev": -10337.5237, "total_charge": 0}



Record 4
{"formula": "C6H11NSi", "method": "ωB97M-V/def2-TZVPD", "species": ["C", "C", "C", "C", "C", "C", "N", "Si", "H", "H", "H", "H", "H", "H", "H", "H", "H", "H", "H"], "xyz": [[3.248, 0.857, -0.080], [1.950, 1.007, -0.364], [3.511, -0.535, 0.136], [1.205, -0.254, -0.204], [2.383, -1.241, 0.123], [-3.189, -0.043, -0.233], [-1.801, -0.486, -0.350], [-0.582, 0.354, 0.680], [3.926, 1.600, -0.075], [1.403, 1.939, -0.667], [4.496, -1.112, 0.340], [0.816, -0.509, -1.102], [2.350, -2.307, 0.389], [-3.739, -0.706, -0.843], [-3.479, -0.341, 0.728], [-3.379, 0.953, -0.363], [-1.624, -1.441, -0.104], [-0.434, 0.243, 2.058], [-0.712, 1.710, 0.242]], "e_lumo_ev": 0.798, "homo_ev": -8.3, "e_above_lowest_kj_mol": 193.1, "smiles": "CN[SiH2]C1C=CC=C1", "energy_ev": -15765.6078, "total_charge": 0}



Record 5
{"formula": "C26H21BrCuN6O7S", "method": "ωB97M-V/def2-TZVPD", "species": ["Cu", "Br", "C", "C", "C", "C", "O", "C", "C", "N", "C", "C", "C", "C", "C", "C", "C", "C", "N", "C", "C", "H", "H", "H", "H", "H", "H", "H", "H", "H", "H", "C", "N", "C", "S", "N", "C", "H", "H", "H", "H", "H", "H", "H", "H", "O", "C", "O", "C", "C", "C", "C", "C", "C", "N", "O", "O", "N", "O", "O", "H", "H", "H"], "xyz": [[0.552, -1.545, -0.884], [-0.325, 5.428, -2.797], [-0.234, 3.538, -2.691], [-1.154, 2.758, -3.408], [-1.116, 1.392, -3.330], [-0.175, 0.708, -2.510], [-0.229, -0.573, -2.425], [0.786, 1.523, -1.836], [1.898, 0.970, -1.127], [2.097, -0.289, -0.954], [3.244, -0.782, -0.307], [4.421, -0.116, -0.116], [5.502, -0.740, 0.543], [5.410, -2.029, 0.981], [4.214, -2.757, 0.772], [4.038, -4.100, 1.174], [2.856, -4.733, 0.927], [1.825, -4.022, 0.285], [1.951, -2.776, -0.098], [3.135, -2.130, 0.133], [0.726, 2.929, -1.936], [-1.898, 3.247, -4.024], [-1.820, 0.785, -3.886], [2.616, 1.685, -0.722], [4.541, 0.896, -0.479], [6.418, -0.184, 0.691], [6.242, -2.508, 1.480], [4.849, -4.614, 1.676], [2.690, -5.758, 1.223], [0.869, -4.494, 0.097], [1.457, 3.525, -1.402], [-3.664, -0.079, -1.174], [-2.706, -1.098, -0.792], [-2.400, -2.150, -1.543], [-1.117, -3.200, -1.065], [-3.111, -2.386, -2.643], [-2.845, -3.438, -3.606], [-3.824, 0.583, -0.327], [-4.633, -0.523, -1.411], [-3.313, 0.514, -2.023], [-1.984, -0.846, -0.110], [-3.843, -1.734, -2.869], [-1.792, -3.705, -3.565], [-3.082, -3.061, -4.599], [-3.446, -4.325, -3.405], [1.364, 0.075, 1.825], [0.170, 0.195, 1.561], [-0.483, -0.445, 0.674], [-0.620, 1.246, 2.324], [0.064, 2.181, 3.090], [-0.653, 3.152, 3.762], [-2.031, 3.236, 3.718], [-2.675, 2.289, 2.949], [-2.003, 1.303, 2.252], [-4.148, 2.346, 2.859], [-4.686, 1.630, 2.036], [-4.729, 3.090, 3.615], [0.078, 4.154, 4.568], [1.288, 4.104, 4.556], [-0.582, 4.946, 5.206], [1.141, 2.132, 3.159], [-2.571, 3.999, 4.256], [-2.552, 0.580, 1.670]], "e_lumo_ev": [-0.807, -0.989], "homo_ev": [-7.8, -7.8], "multiplicity": 2, "e_above_lowest_kj_mol": 0.0, "s_squared": 0.754, "energy_ev": -176090.7685, "total_charge": 0}



Record 6
{"formula": "C6H8O2", "method": "ωB97M-V/def2-TZVPD", "species": ["C", "C", "C", "C", "C", "C", "H", "H", "H", "H", "H", "H", "H", "H", "O", "O"], "xyz": [[-0.060, 0.616, -0.037], [1.519, 0.277, -0.576], [1.453, -0.995, 0.396], [-0.041, -0.859, 0.030], [-2.143, -0.272, -0.019], [-1.484, 0.742, -0.560], [0.053, 2.175, 1.466], [1.475, 0.136, -1.687], [2.272, 1.173, -0.452], [1.938, -1.901, 0.025], [1.718, -0.631, 1.423], [-0.260, -1.388, -0.843], [-3.165, -0.607, 0.034], [-2.006, 1.455, -1.250], [0.116, 1.081, 1.282], [-1.385, -1.001, 0.770]], "e_lumo_ev": 0.808, "homo_ev": -8.6, "e_above_lowest_kj_mol": 481.4, "energy_ev": -10441.7373, "total_charge": 0}